# 1
Computed, not measured: a 2-piece molecular cluster, C13H15N3 overall at a distorted geometry, with ωB97M-V/def2-TZVPD.

The net charge is 0. As for the SMILES: N#CC(C#N)=Cc1ccccc1.CC(C)N.

Last column: Mulliken charge in e.
Cartesian coordinates (Å):
N 4.315 0.092 1.608  -0.4757
N 1.569 3.409 2.548  -0.4890
N 1.585 -0.296 -1.785  -0.7193
C -1.432 -0.259 2.322  -0.3397
C 1.927 0.983 1.823  0.8093
C -1.004 1.670 0.972  -0.1855
C -2.759 0.096 2.408  -0.5834
C 1.744 2.308 2.220  0.0381
C 1.108 -2.616 -2.455  -1.5011
C -2.334 2.019 1.058  -0.7709
C 3.232 0.501 1.715  -0.2617
C 0.518 -1.254 -2.104  1.0349
C 0.894 0.157 1.566  -0.3450
C -0.524 0.531 1.619  0.2466
C -0.351 -0.720 -3.239  -1.4700
C -3.213 1.240 1.784  -0.3743
H -0.319 2.266 0.391  0.4551
H -4.248 1.527 1.871  0.3935
H -1.073 -1.146 2.816  0.4175
H -0.116 -1.371 -1.206  0.0667
H -3.444 -0.515 2.973  0.3914
H -2.691 2.908 0.564  0.3979
H 2.182 -0.634 -1.039  0.2342
H 1.712 -3.010 -1.637  0.3562
H -1.161 -1.407 -3.490  0.3792
H 1.132 -0.865 1.319  0.6285
H 0.331 -3.348 -2.688  0.3871
H 0.252 -0.575 -4.135  0.3576
H -0.789 0.246 -2.982  0.3342
H 1.758 -2.531 -3.326  0.3610
H 1.200 0.593 -1.490  0.2267


# 2
Computed, not measured: one molecule with the formula C18H19ClN2O3 at a distorted geometry, with ωB97M-V/def2-TZVPD.

The net charge is 0. As for the SMILES: CCc1cc(C(=O)N2CCC[C@@H](C(=O)c3ccc(Cl)cc3)C2)no1.

Last column: Mulliken charge in e.
Cartesian coordinates (Å):
Cl -5.637 -4.702 -0.625  -0.2086
O -1.917 -0.132 2.461  -0.6275
O 3.769 0.618 -0.166  -0.6896
O 0.199 2.698 -1.675  -0.3094
N 0.567 1.615 -0.956  -0.1171
N 2.029 0.124 1.183  0.2081
C 2.269 3.070 -1.012  -0.7247
C 0.658 0.237 1.612  -2.0110
C 1.210 3.580 -1.711  0.3193
C -4.459 -3.604 -0.010  0.4488
C 1.033 4.836 -2.487  -0.5831
C 1.466 4.637 -3.942  -1.1182
C -0.144 -0.965 1.099  1.1845
C -3.291 -3.380 -0.726  -1.0220
C -1.580 -0.893 1.581  -0.1891
C 2.611 0.800 0.171  0.7351
C -2.342 -2.505 -0.233  0.1176
C 1.983 -2.301 1.238  -0.6032
C 2.697 -1.040 1.725  -1.0136
C -4.689 -2.949 1.192  -0.7098
C 1.797 1.818 -0.545  0.5519
C -3.737 -2.074 1.672  -0.4226
C 0.504 -2.258 1.621  -0.8407
C -2.548 -1.844 0.976  0.3171
H -3.133 -3.887 -1.665  0.4123
H -0.113 -0.944 0.007  0.2635
H 0.868 3.859 -4.410  0.3164
H 0.212 1.159 1.245  0.6564
H 2.513 4.347 -3.990  0.3420
H -3.894 -1.549 2.602  0.4524
H -0.015 -3.130 1.220  0.4323
H 0.410 -2.283 2.710  0.3540
H 2.456 -3.182 1.673  0.4129
H -0.019 5.123 -2.454  0.2919
H 3.734 -1.022 1.384  0.4854
H 3.232 3.498 -0.843  0.4150
H 2.674 -0.987 2.818  0.3670
H 1.333 5.561 -4.499  0.3503
H -5.602 -3.126 1.738  0.4175
H 1.632 5.623 -2.027  0.2793
H -1.450 -2.331 -0.814  0.4484
H 2.079 -2.361 0.152  0.3401
H 0.634 0.249 2.707  0.2709


Relative energy (zero: lowest compared OMol25 entry of this formula, charge and spin): 34.5; 52.2 (kcal/mol)
Total energy: -18193.291; -40619.201 (eV)
Gap between HOMO and LUMO: 8.36; 9.31 (eV)